Record 1
C22H37I2N3O3 | ωB97M-V/def2-TZVPD

ORCA input file:
```
! wB97M-V def2-TZVPD RIJCOSX def2/J DEFGRID3
* xyz 0 1
C 4.36 -1.16 1.88
C 4.77 -1.26 0.29
C 4.22 -0.03 -0.64
C 2.68 0.48 -0.22
N 1.75 -0.63 -0.65
C 0.45 -0.65 0.13
C -0.14 -2.16 -0.29
O -0.20 -2.51 -1.72
C -1.56 -2.93 -2.10
C -1.76 -4.54 -1.71
C -3.32 -4.97 -2.01
C 0.90 -3.01 0.69
O 1.85 -3.90 0.38
O 0.50 -2.44 2.02
C 0.51 -0.96 1.77
C -0.37 0.00 2.78
I 0.71 1.51 4.01
C -1.85 -0.04 2.95
C -2.78 -1.08 2.08
I -2.96 1.29 4.36
H 3.45 -1.90 2.05
H 4.09 -0.09 2.26
H 5.24 -1.61 2.54
H 5.96 -1.32 0.26
H 4.39 -2.30 -0.13
H 4.08 -0.49 -1.74
H 4.97 0.86 -0.78
H 2.60 0.79 0.90
H 2.50 1.46 -0.86
H 1.48 -0.38 -1.65
H -0.28 0.24 -0.10
H -1.18 -2.48 0.14
H -1.73 -2.89 -3.28
H -2.42 -2.26 -1.64
H -1.52 -4.61 -0.55
H -0.96 -5.21 -2.25
H -3.98 -4.03 -1.72
H -3.65 -5.92 -1.37
H -3.46 -5.16 -3.18
H 1.62 -0.71 2.14
H -2.49 -0.94 0.95
H -3.93 -0.77 2.17
H -2.69 -2.17 2.48
C -8.52 1.70 2.39
C -7.33 2.51 2.88
C -6.25 2.70 1.81
C -5.66 1.42 1.39
N -5.20 0.41 1.06
H -8.23 0.69 2.10
H -9.27 1.61 3.18
H -8.99 2.18 1.52
H -6.90 2.02 3.76
H -7.68 3.49 3.20
H -5.47 3.35 2.21
H -6.68 3.21 0.94
C 6.92 3.55 -3.08
C 5.75 4.40 -3.57
C 4.47 4.19 -2.76
C 3.97 2.81 -2.88
N 3.58 1.72 -2.97
H 6.70 2.48 -3.18
H 7.81 3.75 -3.67
H 7.14 3.76 -2.03
H 5.57 4.19 -4.63
H 6.04 5.46 -3.50
H 3.71 4.88 -3.12
H 4.65 4.43 -1.71
*
```

For the frontier orbital gap, the calculation gives 8.44 eV. Its HOMO energy is -8.777 eV. Its energy is -50218.2609 eV.

Record 2
C22H37MnO3Si | ωB97M-V/def2-TZVPD

ORCA input file:
```
! wB97M-V def2-TZVPD RIJCOSX def2/J DEFGRID3
* xyz 0 5
O -0.78 -0.78 -1.96
C -1.48 0.42 -2.66
C -0.80 0.13 -3.96
H -1.26 1.37 -2.18
H -2.56 0.26 -2.79
C -0.64 -1.27 -3.34
H 0.15 0.67 -4.06
H -1.41 0.16 -4.87
C 0.60 -1.96 -3.82
H 1.45 -1.28 -3.85
H 0.39 -2.31 -4.85
H 0.80 -2.86 -3.25
C -1.82 -2.12 -3.74
H -2.75 -1.56 -3.61
H -1.87 -3.05 -3.17
H -1.74 -2.35 -4.82
Mn -0.77 -0.79 0.78
C -2.69 -1.20 1.93
C -2.49 0.20 1.96
C -2.46 0.68 0.61
H -2.45 0.82 2.86
C -2.70 -0.44 -0.24
C -2.76 -1.63 0.56
H -2.99 -2.63 0.22
H -2.83 -1.82 2.81
H -2.40 1.73 0.32
H -2.99 -0.40 -1.28
C 0.41 -2.57 2.69
C -0.50 -3.10 1.75
C -0.04 -2.75 0.41
H -1.29 -3.81 2.00
C 1.21 -2.00 0.61
C 1.44 -1.89 2.01
H 2.33 -1.48 2.48
H 0.41 -2.68 3.76
H -0.40 -3.09 -0.55
H 2.01 -1.86 -0.12
O 2.31 0.90 -2.90
C 2.16 0.42 -1.54
C 1.16 1.30 -0.78
H 3.13 0.46 -1.02
H 1.91 -0.63 -1.65
C 1.20 2.61 -1.61
H 1.48 1.46 0.25
H 0.16 0.83 -0.84
C 2.17 2.35 -2.78
H 1.58 3.44 -1.01
H 0.18 2.86 -1.94
H 3.14 2.82 -2.51
H 1.86 2.74 -3.76
C 2.44 1.84 3.05
Si 0.65 1.31 3.41
C 0.65 0.81 5.25
C -0.13 3.03 3.41
O 0.05 0.42 2.22
H 2.88 2.33 3.94
H 2.40 2.58 2.24
H 3.07 1.00 2.74
H 0.71 1.74 5.84
H -0.25 0.29 5.59
H 1.54 0.23 5.55
H 0.34 3.59 2.59
H -1.21 3.00 3.26
H 0.12 3.53 4.36
*
```

For the frontier orbital gap (spin up / spin down), the calculation gives 6.07 / 8.17 eV. Its HOMO energy (spin up / spin down) is -7.354 / -7.763 eV. Its energy is -68751.7798 eV. Its energy above the lowest of the compared OMol25 structures with the same formula, charge and spin is 19.7 kcal/mol.

Record 3
C22H37NO14 | ωB97M-V/def2-TZVPD

ORCA input file:
```
! wB97M-V def2-TZVPD RIJCOSX def2/J DEFGRID3
* xyz 0 1
O 3.54 2.23 -1.72
N 3.36 1.00 -1.86
O 3.84 0.50 -2.87
C 2.64 0.26 -0.82
C 2.20 -1.07 -1.05
C 1.40 -1.66 -0.10
C 1.07 -1.05 1.10
C 1.56 0.23 1.35
C 2.39 0.84 0.39
H 2.39 -1.55 -2.00
H 0.94 -2.62 -0.27
H 0.50 -1.59 1.84
H 1.55 0.61 2.36
H 2.80 1.82 0.58
C -3.38 -3.66 0.50
C -2.37 -3.92 1.63
O -1.52 -5.04 1.59
C -0.63 -5.13 0.58
O -0.71 -4.64 -0.51
O 0.34 -6.11 0.97
C 0.28 -6.83 2.25
H -3.39 -2.60 0.28
H -4.42 -3.90 0.70
H -3.09 -4.08 -0.47
H -2.81 -3.93 2.63
H -1.68 -3.09 1.74
H 1.27 -7.23 2.45
H -0.29 -7.70 1.93
H -0.03 -6.30 3.15
C -0.39 6.38 2.65
C 0.34 5.09 3.12
O -0.38 4.29 4.09
C -0.05 3.13 4.53
O 0.90 2.48 4.07
O -0.79 2.92 5.63
C -0.48 1.86 6.51
H -0.02 7.38 2.84
H -1.34 6.56 3.15
H -0.61 6.30 1.58
H 1.36 5.42 3.34
H 0.53 4.38 2.31
H 0.31 1.17 6.18
H -1.42 1.35 6.66
H 0.09 2.45 7.23
C 3.52 -1.57 -6.30
C 4.19 -0.70 -7.38
O 3.39 0.50 -7.65
C 3.65 1.19 -8.75
O 4.48 0.78 -9.50
O 2.82 2.26 -8.76
C 2.73 3.22 -9.75
H 2.58 -1.92 -6.72
H 3.41 -0.96 -5.40
H 4.13 -2.42 -5.98
H 4.43 -1.18 -8.33
H 5.09 -0.37 -6.85
H 3.67 3.26 -10.30
H 2.70 4.24 -9.38
H 1.92 3.22 -10.48
C -1.93 1.46 2.05
C -2.18 -0.04 2.20
O -3.48 -0.32 2.08
C -4.39 -0.20 3.11
O -4.07 0.03 4.30
O -5.64 -0.34 2.59
C -6.74 -0.02 3.48
H -0.88 1.72 2.08
H -2.38 2.05 2.84
H -2.36 1.71 1.08
H -1.73 -0.59 3.03
H -1.75 -0.39 1.26
H -6.62 -0.52 4.44
H -7.70 -0.08 2.97
H -6.63 1.02 3.77
*
```

For the frontier orbital gap, the calculation gives 9.41 eV. Its HOMO energy is -9.980 eV. Its energy is -53562.9854 eV. Its energy above the lowest of the compared OMol25 structures with the same formula, charge and spin is 78.6 kcal/mol.

Record 4
C22H38Br5ClN5 | ωB97M-V/def2-TZVPD

ORCA input file:
```
! wB97M-V def2-TZVPD RIJCOSX def2/J DEFGRID3
* xyz 1 1
C -3.54 -2.80 -1.89
C -4.35 -1.96 -0.77
C -3.61 -1.98 0.68
Cl -2.82 -3.66 0.80
C -2.56 -0.80 0.66
N -2.12 -0.29 -0.59
C -1.19 0.78 -0.36
N -0.57 1.53 -1.27
C -0.84 1.32 -2.71
Br -1.56 3.09 -3.38
C 0.44 1.00 -3.60
C -0.06 1.03 -5.15
Br 1.03 -0.88 -3.27
N -1.13 0.79 1.06
C -0.18 1.80 1.64
C 1.32 1.26 1.31
C 2.43 1.83 2.32
C 3.39 2.80 1.47
C 3.22 0.67 3.08
C 4.25 -0.15 2.17
C 3.69 -1.55 1.66
C 3.83 -1.98 0.31
C 3.70 -3.53 -0.11
C 4.11 -0.97 -0.90
N -1.92 -0.09 1.72
N -2.10 -0.27 3.08
C -1.44 -1.33 3.56
C -2.32 -2.61 3.99
C 0.12 -1.44 3.80
H -3.80 -2.35 -2.91
H -3.87 -3.88 -1.91
H -2.41 -2.67 -1.79
H -4.56 -0.89 -1.11
H -5.37 -2.46 -0.67
H -4.38 -1.88 1.52
H 0.06 2.28 -1.00
H -1.66 0.57 -2.93
H 1.28 1.75 -3.49
H 0.43 0.22 -5.77
H 0.12 2.08 -5.59
H -1.19 0.85 -5.23
H -0.35 1.98 2.75
H -0.32 2.77 1.05
H 1.65 1.54 0.26
H 1.29 0.11 1.32
H 1.87 2.48 3.09
H 3.67 2.21 0.53
H 4.28 3.07 2.10
H 2.86 3.74 1.10
H 2.49 -0.04 3.56
H 3.81 1.15 3.93
H 5.15 -0.40 2.84
H 4.67 0.42 1.28
H 3.19 -2.32 2.35
H 4.67 -3.82 -0.66
H 3.50 -4.21 0.78
H 2.86 -3.63 -0.86
H 3.37 -0.11 -0.79
H 5.18 -0.55 -0.84
H 3.96 -1.46 -1.92
H -3.30 -2.60 3.43
H -2.46 -2.56 5.12
H -1.72 -3.52 3.65
H 0.74 -1.58 2.86
H 0.31 -2.36 4.46
H 0.48 -0.55 4.41
C -5.24 5.07 -4.83
Br -5.30 4.10 -6.51
Br -5.28 3.87 -3.31
Br -3.74 6.29 -4.76
H -6.15 5.68 -4.78
*
```

For the frontier orbital gap, the calculation gives 6.75 eV. Its HOMO energy is -10.854 eV. Its energy is -393601.7592 eV.

Record 5
C22H38BrCl3CsN8SSeSi2 | ωB97M-V/def2-TZVPD

ORCA input file:
```
! wB97M-V def2-TZVPD RIJCOSX def2/J DEFGRID3
* xyz -1 1
Cs 1.39 -0.07 0.49
C -0.48 -2.13 -3.51
C 0.94 -2.68 -3.27
N 1.01 -3.35 -1.99
C 0.29 -4.60 -1.88
C -0.51 -4.65 -0.57
N -1.27 -3.43 -0.39
C -2.36 -3.20 -1.30
C -2.30 -1.78 -1.91
N -0.97 -1.44 -2.34
H -1.15 -2.96 -3.73
H -0.46 -1.49 -4.41
H 1.65 -1.86 -3.23
H 1.20 -3.34 -4.12
H 1.96 -3.45 -1.69
H 0.95 -5.47 -1.93
H -0.41 -4.68 -2.72
H 0.18 -4.72 0.27
H -1.14 -5.56 -0.58
H -1.53 -3.30 0.58
H -3.35 -3.32 -0.82
H -2.32 -3.94 -2.10
H -2.59 -1.07 -1.13
H -3.06 -1.72 -2.72
H -0.89 -0.43 -2.44
C -1.22 -0.17 5.17
C -1.11 -0.67 3.75
N -0.19 -1.45 3.35
N 0.82 -1.81 4.16
C 1.66 -2.84 3.85
N 2.87 -2.80 4.44
S 1.14 -4.14 2.98
C -2.09 -0.19 2.76
C -3.46 -0.22 3.03
C -4.34 0.25 2.06
C -3.82 0.77 0.89
C -2.44 0.79 0.73
N -1.60 0.30 1.63
H -0.38 0.48 5.41
H -1.20 -1.01 5.86
H -2.13 0.40 5.32
H 1.19 -1.12 4.82
H 3.26 -1.89 4.68
H 3.53 -3.50 4.13
H -3.84 -0.61 3.97
H -5.41 0.22 2.24
H -4.47 1.16 0.11
H -2.00 1.24 -0.15
Br 2.06 1.73 -6.64
C 2.94 1.56 -4.97
C 4.02 2.38 -4.66
C 4.66 2.18 -3.45
C 4.20 1.16 -2.62
N 3.17 0.39 -2.92
C 2.53 0.60 -4.06
H 4.34 3.15 -5.35
H 5.49 2.80 -3.15
H 4.69 0.95 -1.68
H 1.67 -0.03 -4.26
Cl 3.42 0.29 4.90
Si 3.78 0.69 2.73
Cl 5.41 1.99 3.03
Cl 4.87 -1.11 2.32
C -1.39 6.44 -1.01
Si -1.07 4.78 -0.12
C 0.34 5.11 1.12
C -2.66 4.41 0.88
Se -0.60 3.18 -1.59
H -1.87 7.16 -0.36
H -2.04 6.28 -1.87
H -0.46 6.87 -1.37
H 0.15 6.00 1.71
H 1.27 5.26 0.58
H 0.49 4.28 1.80
H -2.96 5.27 1.46
H -2.52 3.57 1.57
H -3.47 4.15 0.21
*
```

For the frontier orbital gap, the calculation gives 6.13 eV. Its HOMO energy is -4.172 eV. Its energy is -235453.7612 eV. Its energy above the lowest of the compared OMol25 structures with the same formula, charge and spin is 23.1 kcal/mol.

Record 6
C22H38N2O3ReSSbSe4Si3 | ωB97M-V/def2-TZVPD

ORCA input file:
```
! wB97M-V def2-TZVPD RIJCOSX def2/J DEFGRID3
* xyz 2 1
Re -7.60 -14.48 8.72
C -6.36 -17.99 5.61
O -6.44 -16.82 6.45
Si -5.49 -15.42 6.23
C -5.58 -15.06 4.40
C -3.75 -15.64 6.89
C -6.47 -14.33 7.33
Si -6.99 -12.50 6.49
C -8.34 -12.99 5.31
C -5.35 -11.96 5.85
C -7.70 -11.15 7.54
Si -5.78 -15.43 10.20
C -6.49 -15.47 11.91
C -4.23 -14.43 10.31
C -5.52 -17.20 9.71
H -5.92 -17.73 4.66
H -7.38 -18.37 5.49
H -5.69 -18.72 6.06
H -5.33 -15.86 3.73
H -4.83 -14.29 4.19
H -6.55 -14.68 4.10
H -3.15 -16.41 6.41
H -3.73 -15.77 7.98
H -3.24 -14.70 6.70
H -8.19 -13.92 4.76
H -8.43 -12.20 4.57
H -9.30 -13.04 5.85
H -5.34 -12.08 4.77
H -4.52 -12.53 6.26
H -5.12 -10.91 6.04
H -8.64 -11.37 8.02
H -7.88 -10.38 6.77
H -6.97 -10.79 8.26
H -6.74 -14.48 12.28
H -5.69 -15.80 12.55
H -7.35 -16.15 12.05
H -3.71 -14.25 9.37
H -3.59 -14.99 11.00
H -4.44 -13.46 10.76
H -6.49 -17.73 9.75
H -4.86 -17.68 10.45
H -5.08 -17.37 8.73
C -15.25 -13.77 7.22
C -14.06 -14.19 8.02
C -12.76 -14.09 7.55
C -11.64 -14.50 8.29
C -11.84 -15.07 9.55
C -13.14 -15.17 10.04
C -14.22 -14.76 9.28
S -10.50 -15.65 10.52
O -10.01 -16.97 10.02
O -10.96 -15.64 11.86
N -9.23 -14.75 10.13
C -8.88 -13.57 10.82
C -9.45 -13.07 11.95
C -8.85 -11.96 12.53
C -7.73 -11.40 11.95
C -7.23 -11.95 10.82
N -7.81 -13.01 10.23
H -15.10 -13.91 6.13
H -15.45 -12.70 7.34
H -16.14 -14.28 7.55
H -12.59 -13.66 6.57
H -10.65 -14.45 7.87
H -13.30 -15.61 11.01
H -15.22 -14.89 9.69
H -10.30 -13.58 12.38
H -9.31 -11.59 13.44
H -7.25 -10.54 12.43
H -6.33 -11.57 10.36
Se -8.85 -20.02 9.62
Sb -10.73 -18.86 9.16
Se -8.13 -16.82 7.57
Se -9.85 -16.70 6.24
Se -12.91 -18.54 8.63
*
```

For the frontier orbital gap, the calculation gives 6.69 eV. Its HOMO energy is -13.580 eV. Its energy is -337060.4355 eV. Its energy above the lowest of the compared OMol25 structures with the same formula, charge and spin is 9.2 kcal/mol.

Record 7
C22H38N8OS2Ti | ωB97M-V/def2-TZVPD

ORCA input file:
```
! wB97M-V def2-TZVPD RIJCOSX def2/J DEFGRID3
* xyz 3 2
Ti 12.38 12.47 8.36
C 11.39 14.88 6.70
C 11.97 14.04 5.56
N 12.73 12.78 6.11
C 14.24 12.76 5.81
C 15.11 12.55 7.00
N 14.54 13.13 8.27
C 14.70 14.64 8.40
C 13.54 15.43 7.76
N 12.24 14.71 7.89
H 10.38 14.58 6.90
H 11.32 15.91 6.35
H 12.69 14.64 5.04
H 11.27 13.57 4.89
H 12.40 12.03 5.56
H 14.40 13.69 5.29
H 14.50 11.91 5.15
H 16.09 12.93 6.86
H 15.34 11.49 7.19
H 15.00 12.65 9.02
H 15.68 15.00 8.10
H 14.76 14.78 9.50
H 13.82 15.49 6.73
H 13.63 16.42 8.18
H 11.78 15.11 8.70
C 6.95 6.93 7.87
C 8.32 7.55 7.77
C 8.68 8.49 6.74
C 9.96 9.03 6.78
C 10.92 8.68 7.73
C 10.53 7.75 8.72
C 9.31 7.18 8.70
S 12.55 9.23 7.42
C 13.57 8.25 8.38
O 12.68 10.56 8.24
H 6.97 5.97 8.39
H 6.43 6.78 6.93
H 6.30 7.55 8.50
H 7.98 8.73 5.95
H 10.23 9.77 5.97
H 11.24 7.38 9.43
H 9.00 6.52 9.45
H 13.33 8.10 9.46
H 14.58 8.69 8.25
H 13.56 7.23 8.03
N 11.40 14.90 13.29
C 11.83 13.82 12.57
C 12.07 13.90 11.22
N 12.53 12.83 10.52
C 12.58 11.65 11.12
C 12.32 11.58 12.45
N 11.94 12.63 13.17
H 11.81 15.79 13.02
H 11.49 14.70 14.27
H 11.92 14.85 10.70
H 12.94 10.79 10.58
H 12.31 10.65 13.03
S 9.99 12.71 8.39
C 9.38 12.04 9.86
N 9.39 10.71 9.95
C 8.71 9.98 11.05
C 7.60 10.82 11.66
C 8.20 12.19 11.95
N 8.72 12.76 10.73
H 9.61 10.21 9.07
H 9.48 9.69 11.79
H 8.25 9.10 10.59
H 7.18 10.35 12.55
H 6.78 10.96 10.95
H 9.01 12.08 12.65
H 7.51 12.83 12.50
H 8.76 13.76 10.68
*
```

For the frontier orbital gap (spin up / spin down), the calculation gives 8.63 / 8.65 eV. Its HOMO energy (spin up / spin down) is -17.200 / -17.241 eV. Its energy is -82163.4247 eV. Its energy above the lowest of the compared OMol25 structures with the same formula, charge and spin is 33.4 kcal/mol.